(1)
The following is a quantum chemistry calculation of the molecule C7H12N2O5, from the OMol25 dataset.

XYZ file:
```
26
Properties=species:S:1:pos:R:3:forces:R:3
O 0.36779 1.70852 -0.34654 1.4 -0.2 -0.3
O 2.51704 2.33175 -0.45663 0.2 -0.7 0.2
O -3.93727 0.32164 0.72539 -0.5 0.0 0.1
O -2.21672 1.41896 -0.18473 -0.5 0.0 0.1
O 1.06919 -1.15972 -1.78588 -0.3 -0.1 1.3
N 2.13302 -2.26948 0.46310 -1.3 -0.4 0.3
N -0.95227 -0.83471 -0.98312 -3.2 0.4 -1.0
C 0.84404 -1.58269 0.59732 -0.4 0.0 -0.5
C 1.52781 1.56281 0.00862 -1.4 1.2 0.7
C -2.11977 -0.97494 -0.10301 0.1 -1.0 0.0
C -2.87512 0.31921 0.18501 1.2 0.2 -0.2
C 0.93596 -0.37398 1.51972 0.0 -0.2 1.2
C 1.94358 0.69535 1.15444 0.8 -0.4 -0.1
C 0.31026 -1.19681 -0.80350 1.8 -0.1 -1.3
H -1.23578 -0.60333 -1.96700 0.9 -0.4 1.3
H -0.02034 0.12326 1.71140 -0.1 -0.3 -0.2
H 1.24429 -0.80909 2.48899 -0.1 0.3 -0.3
H 0.15150 -2.30730 1.05835 0.1 0.3 -0.1
H 2.18592 2.82950 -1.20570 -0.3 0.4 -0.3
H 2.89762 0.25775 0.85685 0.1 -0.1 0.2
H 2.16778 1.31125 2.04801 -0.2 0.0 -0.6
H 2.67476 -1.74304 -0.20213 0.3 0.0 -0.4
H -1.28436 1.22340 -0.43293 -0.3 0.2 0.2
H 1.83328 -3.12740 -0.01491 0.9 0.2 0.1
H -2.86188 -1.68657 -0.52868 0.5 0.4 0.2
H -1.81901 -1.40212 0.86339 -0.1 0.2 -0.3
```
Forces are in eV/Å.

Properties
HOMO-LUMO gap = 10.4 eV
Energy relative to the best compared isomer or geometry (same formula, charge and spin) = 0.201 eV

---

(2)
The following is a quantum chemistry calculation of a cluster of 2 separate species, CHCl2NOS2 in total, from the OMol25 dataset.

XYZ file:
```
8
Properties=species:S:1:pos:R:3:forces:R:3
Cl -2.00369 1.05763 -0.83756 0.2 -0.6 -0.2
Cl 0.63690 -1.88128 1.43966 0.8 -0.1 -0.3
S -0.75702 -1.24041 2.61543 -0.1 0.4 -0.2
S 2.05040 0.32530 -0.42105 -0.2 -0.7 1.0
O -0.33937 -0.98194 -1.38016 -0.2 -0.5 0.1
N 0.45320 0.81738 -0.27777 4.0 2.0 0.7
C -0.43615 0.06884 -0.86366 -3.8 0.0 -1.6
H 0.39571 1.83448 -0.27489 -0.9 -0.5 0.5
```
Forces are in eV/Å.

Properties
HOMO-LUMO gap (spin up / spin down) = 4.3 / 4.2 eV
Energy relative to the best compared isomer or geometry (same formula, charge and spin) = 0.186 eV

---

(3)
The following is a quantum chemistry calculation of a structure of composition C6H8FN, from the OMol25 dataset.

XYZ file:
```
16
Properties=species:S:1:pos:R:3:forces:R:3
F 1.93595 -1.82615 -0.72930 1.1 -0.1 0.5
N -0.92791 0.17364 -0.87366 -0.6 2.0 -1.2
C -0.28479 -1.00347 -0.35173 -1.5 -1.9 -1.0
C 0.03081 1.24265 -0.21679 -1.6 -1.9 -1.1
C 0.04602 -0.80169 1.09620 -0.5 0.5 0.8
C -1.39734 1.15461 0.07516 -1.0 1.6 -1.1
C 1.17831 -0.70933 -0.78389 -2.5 -0.3 -0.3
C 0.95925 0.23405 0.38573 2.7 3.4 2.6
H -1.66447 0.82524 1.04275 -0.9 0.2 0.7
H 1.70849 0.97560 0.78944 0.3 -1.7 0.5
H 1.17276 -0.26676 -1.76670 0.6 0.1 -0.4
H 0.56698 -1.67607 1.48515 0.0 0.3 0.2
H -2.00856 2.01358 -0.43252 0.9 -1.9 1.2
H 0.34485 2.06327 -0.80919 0.7 0.3 -0.6
H -0.85399 -0.48615 1.74011 1.9 -0.6 -0.6
H -0.80637 -1.91303 -0.65076 0.1 0.0 -0.3
```
Forces are in eV/Å.

Properties
HOMO-LUMO gap = 10.3 eV
Energy relative to the best compared isomer or geometry (same formula, charge and spin) = 3.605 eV

---

(4)
The following is a quantum chemistry calculation of the molecule C3H5FO2, from the OMol25 dataset.

XYZ file:
```
11
Properties=species:S:1:pos:R:3:forces:R:3
F 1.70573 -0.22477 1.35303 -2.1 -2.1 -3.4
O -0.71702 0.05896 -1.52170 1.8 -3.0 1.8
O -0.57124 2.06667 -0.03597 0.1 -1.6 1.8
C -0.50857 1.06771 0.67381 -0.7 0.8 -1.0
C -0.44182 -0.34773 -0.08433 -1.8 1.5 -1.2
C 0.98518 -0.89599 0.10427 2.3 -0.9 -2.3
H -1.16765 0.87959 -1.46353 -0.4 1.5 0.1
H 1.56826 -0.57140 -0.95038 -1.2 -0.4 3.3
H -1.34526 -1.06349 0.09583 2.0 1.2 0.6
H 1.06626 -2.12687 0.03342 -0.1 3.4 1.2
H -0.57388 1.15732 1.79555 0.3 -0.4 -0.9
```
Forces are in eV/Å.

Properties
HOMO-LUMO gap = 11.2 eV
Energy relative to the best compared isomer or geometry (same formula, charge and spin) = 2.858 eV

---

(5)
The following is a quantum chemistry calculation of the molecule C5H8O, from the OMol25 dataset.

XYZ file:
```
14
Properties=species:S:1:pos:R:3:forces:R:3
O 0.35666 1.84501 -0.20821 0.3 0.4 0.3
C -1.15301 1.34904 1.50702 -0.3 0.4 0.8
C -0.15788 -0.45563 0.06891 1.0 -0.6 0.2
C 0.78641 -2.02563 -1.61634 -0.3 0.2 0.2
C 0.87017 -0.92302 -0.87666 0.3 -0.2 0.2
C -0.28124 0.82268 0.42461 -0.4 -0.1 -0.2
H 1.84844 -0.43833 -0.83294 -0.2 0.5 -0.5
H -0.04754 -2.69072 -1.48363 -0.5 -0.1 -0.3
H -0.64937 -1.25072 0.61626 -0.4 0.3 0.0
H -1.25670 2.43028 1.44672 0.0 0.0 -0.2
H 1.49131 -2.28330 -2.38470 0.5 -0.2 0.2
H 1.09474 1.54470 -0.74738 -0.1 -0.3 -0.1
H -2.14696 0.93298 1.58875 -0.3 -0.3 -0.6
H -0.75502 1.14266 2.49760 0.5 0.0 0.1
```
Forces are in eV/Å.

Properties
HOMO-LUMO gap = 9.2 eV
Energy relative to the best compared isomer or geometry (same formula, charge and spin) = 1.462 eV

---

(6)
The following is a quantum chemistry calculation of a cluster of 7 separate species, C48H97BFNO26S2 in total, from the OMol25 dataset.

XYZ file:
```
176
Properties=species:S:1:pos:R:3:forces:R:3
S 2.35139 4.47772 -4.34539 -6.1 2.2 -3.3
S -1.02069 -0.55573 -3.47311 -6.7 4.1 -0.1
F 0.63085 -4.02148 -0.77648 1.1 2.3 -0.9
O 2.41214 -7.67389 0.79415 -0.1 -1.1 0.4
O -0.57768 15.45928 0.94582 0.5 -0.5 -0.9
O 2.48377 5.74264 -5.25474 0.8 -4.3 3.8
O 0.41215 0.01007 -2.79220 -1.5 -1.8 -0.4
O 3.99741 -2.77844 -3.89711 -1.0 -0.3 2.7
O 3.11274 -9.68418 1.34402 -0.6 0.9 0.0
O 0.85254 -9.26599 1.34404 1.7 0.6 -0.1
O -1.27052 10.96833 -3.60168 0.6 -0.7 -0.1
O -5.89132 4.21636 -7.63604 0.7 -0.2 0.5
O -0.04226 13.89743 -0.50621 -0.1 1.0 0.4
O -3.81234 4.44367 -6.95737 -1.3 -0.3 -0.1
O 4.83021 -3.31363 6.50585 -0.1 -1.6 0.8
O -2.20374 0.13097 -2.68468 5.0 -2.7 -2.0
O 3.93128 -4.82262 7.98381 0.8 0.1 -0.8
O 0.03230 9.76495 -4.90129 -0.6 0.6 1.2
O -5.07420 2.72955 -6.08969 0.0 1.5 -1.1
O 0.90545 3.86359 -4.49379 5.6 1.8 1.0
O -1.25853 -0.22279 -4.96259 2.4 -1.9 4.4
O 2.52352 4.86631 -2.65913 -0.2 0.5 -2.5
O -0.50195 8.95195 -2.81875 0.0 1.4 -1.1
O 0.08349 -2.85208 4.46543 0.7 0.7 -1.9
O 5.79494 -5.35325 6.94474 -1.0 0.5 0.2
O 1.17051 0.79031 9.86969 -0.4 -0.9 -0.6
O -0.07879 16.08220 -1.20975 -0.1 -1.3 1.3
O 0.62798 -1.24762 9.24762 0.0 1.1 0.0
O -0.60828 0.51041 8.44107 1.4 -0.7 0.9
N 0.24864 -4.52747 -3.70395 -0.2 0.6 0.0
C -0.10259 7.39438 -5.45304 -0.3 -0.1 0.0
C 0.78656 -3.91143 3.71934 -0.3 -1.7 0.5
C 3.19788 -4.80079 -2.44515 0.0 0.1 -0.2
C 2.02225 -0.45103 -4.59194 1.3 0.3 -0.6
C 2.87190 -11.04268 1.72643 -0.2 -0.7 0.1
C -1.15741 -2.39689 -3.05503 0.8 -1.5 -1.5
C 0.09174 -1.61191 3.67364 1.2 -0.1 -1.2
C 2.33437 -11.85775 0.56173 -0.2 0.1 -0.2
C -0.27866 -2.12773 8.58463 -0.3 -0.4 -0.4
C -2.15680 17.30236 0.71849 -0.1 -0.1 -0.3
C 1.33363 -6.79252 0.48406 -0.3 0.5 0.0
C -0.22132 -5.23577 3.68333 0.2 1.2 -0.5
C -0.25772 2.58197 10.70177 -0.2 -0.2 0.0
C -5.82993 -6.06544 1.34448 -0.3 -1.4 -0.4
C -2.68556 4.02051 -6.18207 0.7 -0.4 0.4
C -3.67953 -6.12418 3.07898 0.3 -1.2 -0.7
C 4.84669 -4.39337 7.08023 0.2 0.6 -0.2
C 3.48484 0.35936 -4.54082 0.2 0.3 -0.1
C 7.82660 -4.03862 6.65094 -0.1 0.2 0.2
C -2.23423 -6.35947 2.28148 -0.3 1.2 0.4
C -4.61965 -4.40068 -0.50021 -0.2 -0.7 0.6
C 0.61308 -1.61096 -0.13865 0.5 0.3 1.3
C 1.32444 -2.74083 -1.06321 0.5 1.0 1.1
C -3.61439 -4.40166 -1.80042 0.1 0.7 0.0
C -0.21114 15.23254 -0.33992 -0.2 0.5 -0.4
C 3.29151 1.85920 -3.82618 0.6 -0.7 0.4
C -5.21220 -5.92838 -0.19689 -0.5 0.4 0.5
C -4.94081 3.70530 -6.81504 0.4 -0.6 0.4
C -2.04033 11.08549 -2.40593 -0.3 0.1 0.4
C 0.79802 8.58687 -5.17618 0.2 -0.9 -0.2
C -4.85556 -7.00973 2.30313 -0.2 0.3 0.9
C -7.09734 3.45410 -7.66162 -0.4 -0.1 0.0
C -0.56551 9.81305 -3.68506 0.1 -0.7 0.0
C -3.69842 -3.05504 -2.73488 -0.6 0.2 0.2
C 2.93676 -3.84924 8.29944 -0.5 0.3 0.1
C -1.26584 -5.01683 2.42380 0.2 -1.3 0.5
C 1.49968 -2.39957 -2.67124 -0.6 -0.9 -1.3
C -0.83303 16.82475 1.29234 -0.2 0.7 0.0
C 2.01157 -8.90877 1.18570 -0.5 -0.3 -0.1
C 0.23661 13.51792 -1.85319 0.3 -0.2 -0.5
C 0.31143 0.06396 9.11252 -0.6 0.4 -0.2
C 3.58475 3.10735 -4.84876 1.2 -0.4 1.6
C -2.46918 -2.95736 -3.86495 -1.5 0.1 0.9
C 1.58886 -0.81450 -3.03960 2.3 0.3 -0.7
C 0.95903 2.20631 9.87220 -0.3 0.7 0.0
C 6.86773 -5.05084 6.04616 0.5 0.3 -0.3
C 0.28755 -3.02759 -3.61610 -1.4 0.4 -0.5
C -2.06110 2.75985 -6.75702 -0.2 -0.2 -0.1
B 2.88746 -3.26623 -3.05715 1.7 -0.7 -0.6
H -0.55476 -1.56249 -0.18009 2.3 -0.1 -0.3
H -4.75289 -3.02059 -3.29279 2.3 -0.2 1.2
H 0.88761 -1.86224 0.99550 -0.6 0.4 -2.6
H 2.06444 -1.40810 -5.27991 0.2 1.9 1.5
H 0.46273 12.44796 -1.86389 -0.1 0.2 0.3
H 0.00186 17.46187 0.97790 -0.1 -0.2 -0.1
H -2.45460 -6.49551 1.13942 0.4 0.0 2.2
H 3.38972 -3.01880 8.84482 -0.1 0.0 -0.2
H 1.36056 -11.48842 0.23051 0.1 -0.1 0.2
H 2.01529 5.73795 -2.50416 0.9 -1.7 -0.7
H -5.53437 -3.65969 -0.59742 1.9 -1.5 -0.1
H 3.83559 -11.45642 2.04053 0.0 0.4 -0.1
H -0.87808 16.86858 2.38531 0.1 -0.3 -0.2
H 1.28721 0.30442 -5.12676 1.2 -1.7 1.5
H -2.97056 3.89227 -5.13127 -0.1 -0.1 -0.3
H -5.48233 -7.55153 3.16193 1.1 1.3 -2.0
H -1.41178 10.96525 -1.51753 -0.2 -0.1 -0.2
H -1.33363 -2.61763 -1.91954 0.6 1.0 -2.1
H -0.60936 -4.91963 1.45832 -1.3 0.0 1.7
H 0.48545 -4.90319 -4.64755 -0.7 0.6 1.2
H -2.75452 1.91603 -6.71781 0.1 0.1 0.2
H -7.50400 3.32330 -6.65350 0.2 -0.1 -0.2
H 3.79281 -5.40947 -3.27744 -1.1 1.3 1.9
H 1.22012 -1.44466 3.33245 -2.2 0.0 0.7
H -0.70274 7.13433 -4.57749 0.2 0.0 0.0
H -0.36604 3.66822 10.75584 0.1 -0.1 0.0
H 0.40891 -6.20689 3.47200 -1.2 1.9 0.5
H -0.61019 -4.95477 -3.29616 1.2 0.6 -0.7
H 1.49988 8.38715 -4.35805 -0.2 0.1 0.0
H 1.01376 -3.65483 2.59909 -0.4 -0.1 2.1
H 2.19146 -4.32313 8.94444 0.4 -0.2 -0.1
H 4.28952 -0.18804 -3.89196 -1.7 0.7 -1.4
H 2.20468 -11.08306 2.59534 0.0 0.1 -0.2
H 8.19246 -4.39046 7.62077 0.0 -0.1 -0.2
H 4.66089 3.58928 -4.66962 -2.4 -1.1 -0.5
H -1.80057 2.90802 -7.80981 0.1 0.1 0.1
H 1.39537 8.80122 -6.06823 -0.2 0.3 0.2
H -1.17532 2.16753 10.27672 0.2 0.1 -0.1
H 4.08287 1.93978 -2.93606 -1.9 -0.1 -1.9
H 3.46921 2.77865 -5.96590 -0.4 1.3 2.1
H -2.50437 -4.45639 -1.37139 -2.2 -0.3 -1.0
H 2.22360 -12.90744 0.84540 0.1 0.1 0.0
H -1.25195 -2.09953 9.07877 0.0 0.1 -0.2
H 2.22879 -5.40733 -2.21114 1.9 1.3 -0.2
H 2.43219 -3.49197 7.39581 0.2 0.0 0.1
H -0.16794 2.18018 11.71602 0.1 0.1 -0.1
H 6.47416 -4.71377 5.08008 -0.1 0.1 0.3
H 2.46310 -0.36492 -2.36119 -2.2 -0.7 -1.3
H -6.07586 -5.02560 1.82497 0.7 -2.0 -0.9
H 1.05868 -0.51886 -0.31670 -1.0 -2.5 0.1
H -7.83140 4.00125 -8.25981 0.4 0.1 0.1
H -0.37336 -1.87253 7.52412 -0.1 0.0 0.2
H -1.70045 -7.31407 2.75908 -1.1 2.1 -1.4
H -1.16035 2.48845 -6.20061 -0.1 0.1 0.0
H -3.87201 -5.31591 -2.48622 0.7 1.6 1.4
H -3.69087 -2.09863 -2.02321 0.2 -1.9 -1.7
H -2.97072 16.64158 1.03328 0.1 0.1 0.1
H 7.40172 -5.98958 5.86686 -0.3 0.0 0.2
H -0.25782 -0.65461 4.25221 0.4 -2.3 -0.9
H -6.91556 2.48709 -8.13501 0.0 0.0 0.2
H 0.34082 -2.64347 -4.74609 0.3 -0.4 2.6
H -6.10114 -6.16306 -0.94862 2.1 0.5 1.4
H 0.11956 -3.14356 8.65926 0.1 0.3 0.1
H -3.55985 -6.55401 4.16177 -0.3 1.0 -2.0
H 0.63543 -6.71123 1.32352 0.1 -0.2 -0.3
H -2.84880 10.35159 -2.41128 0.2 0.0 0.1
H 0.81980 -7.13657 -0.41587 -0.1 0.0 0.1
H -0.80371 7.62423 -6.26163 0.1 0.0 0.0
H 3.95447 0.46607 -5.63050 -1.1 -0.2 2.3
H 3.87839 -4.64428 -1.47724 -1.4 -0.7 -2.0
H 1.10571 14.05701 -2.24413 -0.3 0.0 0.1
H -3.98715 -4.98890 3.12824 0.7 -2.3 -0.1
H 0.49128 6.52040 -5.73246 -0.1 0.3 0.0
H -4.37430 -6.75305 -0.29077 -1.6 1.8 -0.1
H -4.36875 -7.88929 1.67255 -1.0 2.0 1.2
H -2.37470 18.32084 1.04988 0.0 -0.1 0.0
H 0.88571 2.58406 8.84567 -0.1 -0.2 0.1
H -4.04691 -4.08110 0.48516 -1.0 -0.5 -2.1
H 2.20703 1.89421 -3.37323 2.1 0.2 -1.0
H -2.48002 12.08658 -2.38271 0.2 -0.2 -0.3
H -2.87817 -2.25108 -4.70309 1.3 -1.2 1.6
H 2.42675 -2.86611 -0.61885 -2.5 0.1 -0.9
H -0.50954 -1.80696 2.67168 0.9 0.7 2.1
H -0.64167 13.69309 -2.47785 0.2 0.1 0.0
H -2.14579 17.29330 -0.37430 0.1 0.1 0.1
H 1.85155 2.65667 10.31842 0.0 -0.4 -0.1
H 7.33595 -3.07802 6.82676 0.0 -0.1 -0.2
H -2.29341 -4.02418 -4.34854 -0.1 2.3 1.1
H 1.80009 -4.15730 4.28555 -2.0 0.5 -1.2
H 1.75181 -5.80122 0.28785 0.1 -0.4 0.1
H -6.86140 -6.65937 1.25804 2.2 1.4 0.2
H -1.94344 -4.06848 2.54640 1.4 -1.7 -0.2
H 8.67840 -3.87110 5.98688 -0.1 -0.1 0.1
H 4.86359 -3.03914 -3.45826 -1.6 0.0 -1.1
H 3.00919 -11.78831 -0.29733 0.0 -0.1 0.2
H -0.77672 -5.31606 4.71961 1.1 0.1 -2.1
H -1.95403 4.83408 -6.22065 -0.4 0.0 -0.1
```
Forces are in eV/Å.

Properties
HOMO-LUMO gap = 9.4 eV

---

| no. | F_max (eV Å⁻¹) |
| --- | --- |
| 1 | 3.395 |
| 2 | 4.528 |
| 3 | 5.096 |
| 4 | 4.511 |
| 5 | 1.188 |
| 6 | 7.808 |